Here is a structure of composition C23H19Cl3FeGeIN4O3 from OMol25. Energies are from wB97M-V/def2-TZVPD.

- energy above the lowest of the compared OMol25 structures with the same formula, charge and spin (kJ/mol) = 488.1
- highest occupied orbital energy (spin up / spin down) (eV) = -10.20 / -10.12
- spin multiplicity = 5
- net charge = +1
- molar mass (g/mol) = 761.15
- orbital gap (spin up / spin down) (eV) = 3.23 / 3.00

Geometry (Å):
1 Fe -0.168 0.019 -1.379
2 C 3.144 -2.243 1.219
3 C 2.659 -0.937 1.775
4 N 2.858 -0.698 3.139
5 C 2.235 0.353 3.579
6 C 1.444 1.292 2.793
7 C 1.171 2.656 3.515
8 O -0.291 2.831 3.538
9 C 1.188 1.034 1.494
10 C 0.610 1.953 0.619
11 N 0.425 1.868 -0.620
12 C 0.340 3.041 -1.491
13 C 1.550 3.698 -1.736
14 C 1.625 4.648 -2.712
15 C 0.471 4.908 -3.454
16 C -0.727 4.319 -3.193
17 C -0.748 3.391 -2.157
18 I -2.400 2.086 -1.972
19 C 1.793 -0.220 0.828
20 O 1.444 -0.658 -0.180
21 H 3.104 -2.305 0.124
22 H 2.439 -3.056 1.453
23 H 4.184 -2.527 1.617
24 H 2.359 0.608 4.584
25 H 1.576 3.269 2.718
26 H 1.658 2.816 4.493
27 H -0.653 3.756 3.756
28 H 0.562 2.936 1.201
29 H 2.392 3.392 -1.140
30 H 2.563 5.116 -3.018
31 H 0.461 5.591 -4.335
32 H -1.546 4.452 -3.894
33 O -1.330 -0.167 0.462
34 C -1.480 -1.221 1.142
35 C -1.257 -1.262 2.635
36 C -1.465 -2.400 3.340
37 C -1.796 -3.554 2.633
38 C -2.218 -3.613 1.287
39 C -1.903 -2.534 0.489
40 C -2.135 -2.529 -0.839
41 N -1.907 -1.532 -1.657
42 C -2.480 -1.827 -2.913
43 C -2.841 -3.139 -2.862
44 N -2.720 -3.535 -1.609
45 H -1.005 -0.320 3.075
46 H -1.343 -2.531 4.428
47 H -1.782 -4.423 3.286
48 H -2.708 -4.496 0.894
49 H -2.341 -1.274 -3.876
50 H -3.238 -3.878 -3.527
51 H -2.748 -4.447 -1.191
52 Cl 0.875 -2.910 -2.460
53 Ge 0.980 -2.386 -4.534
54 Cl -1.063 -3.208 -5.626
55 Cl 0.182 -0.203 -3.742

So, what does the natural (NBO) scheme give us? The charges, in e, come out as: atom 1 (Fe): 1.429, atom 2 (C): -0.685, atom 3 (C): 0.189, atom 4 (N): -0.376, atom 5 (C): 0.063, atom 6 (C): -0.001, atom 7 (C): -0.088, atom 8 (O): -0.759, atom 9 (C): -0.203, atom 10 (C): 0.191, atom 11 (N): -0.606, atom 12 (C): 0.140, atom 13 (C): -0.224, atom 14 (C): -0.187, atom 15 (C): -0.186, atom 16 (C): -0.215, atom 17 (C): -0.168, atom 18 (I): 0.215, atom 19 (C): 0.450, atom 20 (O): -0.659, atom 21 (H): 0.246, atom 22 (H): 0.239, atom 23 (H): 0.253, atom 24 (H): 0.192, atom 25 (H): 0.177, atom 26 (H): 0.211, atom 27 (H): 0.497, atom 28 (H): 0.191, atom 29 (H): 0.225, atom 30 (H): 0.239, atom 31 (H): 0.234, atom 32 (H): 0.244, atom 33 (O): -0.584, atom 34 (C): 0.498, atom 35 (C): -0.188, atom 36 (C): -0.212, atom 37 (C): -0.062, atom 38 (C): -0.219, atom 39 (C): -0.048, atom 40 (C): 0.289, atom 41 (N): -0.485, atom 42 (C): -0.040, atom 43 (C): 0.076, atom 44 (N): -0.471, atom 45 (H): 0.252, atom 46 (H): 0.254, atom 47 (H): 0.235, atom 48 (H): 0.228, atom 49 (H): 0.288, atom 50 (H): 0.262, atom 51 (H): 0.431, atom 52 (Cl): -0.554, atom 53 (Ge): 1.000, atom 54 (Cl): -0.613, atom 55 (Cl): -0.605



Here is an isolated molecule of C9H9NO3S from OMol25. Energies are from wB97M-V/def2-TZVPD.

- energy above the lowest of the compared OMol25 structures with the same formula, charge and spin (kJ/mol) = 295.4
- highest occupied orbital energy (spin up / spin down) (eV) = -7.60 / -7.60
- spin multiplicity = 1
- molar mass (g/mol) = 211.24
- orbital gap (spin up / spin down) (eV) = 6.74 / 6.74

Geometry (Å):
1 C -1.557 -0.945 -2.388
2 C -1.461 -2.050 -1.479
3 C -0.773 0.172 -2.217
4 C -0.526 -1.965 -0.412
5 C 0.164 0.292 -1.138
6 C 0.174 -0.817 -0.222
7 C 1.062 1.302 -1.074
8 C 0.843 -0.437 0.979
9 C 1.042 0.937 1.312
10 N 1.191 -1.270 1.942
11 O -1.610 1.036 1.009
12 O -0.232 2.647 2.523
13 O 1.890 1.452 2.060
14 S -0.572 2.035 1.009
15 H -2.189 -0.921 -3.216
16 H -2.127 -2.983 -1.474
17 H -0.753 0.984 -3.061
18 H -0.460 -2.776 0.258
19 H 2.110 1.371 -0.777
20 H 0.827 2.350 -1.343
21 H 0.566 -2.037 2.303
22 H 1.692 -0.901 2.771
23 H 0.697 2.524 2.635

So, what does the natural (NBO) scheme give us? The charges, in e, come out as: atom 1 (C): -0.209, atom 2 (C): -0.188, atom 3 (C): -0.168, atom 4 (C): -0.183, atom 5 (C): -0.057, atom 6 (C): -0.083, atom 7 (C): -0.415, atom 8 (C): 0.149, atom 9 (C): 0.308, atom 10 (N): -0.771, atom 11 (O): -0.932, atom 12 (O): -0.900, atom 13 (O): -0.651, atom 14 (S): 1.446, atom 15 (H): 0.219, atom 16 (H): 0.229, atom 17 (H): 0.221, atom 18 (H): 0.211, atom 19 (H): 0.244, atom 20 (H): 0.219, atom 21 (H): 0.406, atom 22 (H): 0.408, atom 23 (H): 0.498



Here is a cluster of 5 separate species, C27H27N3O4 in total from OMol25. Energies are from wB97M-V/def2-TZVPD.

- energy above the lowest of the compared OMol25 structures with the same formula, charge and spin (kJ/mol) = 1083.0
- highest occupied orbital energy (eV) = -7.95
- structure (SMILES) = Oc1ccc(O)cc1.Oc1ccc(O)cc1.c1ccncc1.c1ccncc1.c1ccncc1
- spin multiplicity = 1
- molar mass (g/mol) = 457.53
- orbital gap (eV) = 8.42

Geometry (Å):
1 O 2.228 4.949 2.575
2 C 2.576 4.949 3.807
3 C 3.081 3.786 4.364
4 C 3.559 3.883 5.943
5 C 3.506 5.105 6.605
6 O 3.897 5.260 7.918
7 C 2.865 6.137 5.967
8 C 2.474 6.093 4.619
9 H 2.082 5.777 2.024
10 H 3.069 2.725 3.994
11 H 3.873 2.962 6.439
12 H 3.783 6.221 8.107
13 H 2.569 7.181 6.488
14 H 2.210 6.893 4.203
15 O 8.022 2.033 3.111
16 C 7.087 1.510 3.888
17 C 7.044 1.721 5.255
18 C 6.014 1.281 6.195
19 C 4.940 0.511 5.562
20 O 3.900 0.142 6.283
21 C 4.956 0.326 4.114
22 C 6.041 0.811 3.308
23 H 8.623 2.740 3.539
24 H 7.992 2.255 5.770
25 H 6.108 1.490 7.371
26 H 3.143 0.305 5.835
27 H 3.974 -0.061 3.636
28 H 6.045 0.684 2.348
29 C 1.689 1.592 1.900
30 C 2.724 2.096 1.156
31 C 3.648 1.185 0.465
32 N 3.556 -0.212 0.705
33 C 2.538 -0.651 1.413
34 C 1.606 0.209 2.071
35 H 0.952 2.248 2.694
36 H 2.942 3.151 1.035
37 H 4.358 1.256 -0.158
38 H 2.457 -1.598 1.334
39 H 0.761 -0.255 2.512
40 C -1.132 1.510 7.543
41 C -0.311 1.926 6.489
42 C -0.771 2.070 5.138
43 N -2.009 1.823 4.745
44 C -2.843 1.391 5.802
45 C -2.469 1.286 7.162
46 H -0.686 1.578 8.628
47 H 0.686 2.191 6.752
48 H -0.027 2.436 4.492
49 H -3.796 1.672 5.678
50 H -3.287 1.065 7.843
51 C 6.622 3.338 -1.718
52 C 6.405 3.021 -0.334
53 C 5.789 3.876 0.602
54 N 5.194 5.099 0.205
55 C 5.463 5.362 -1.073
56 C 6.174 4.641 -2.059
57 H 7.016 2.614 -2.442
58 H 6.949 2.085 0.032
59 H 5.654 3.643 1.618
60 H 4.710 6.191 -1.354
61 H 6.194 5.035 -3.159

So, what does the natural (NBO) scheme give us? The charges, in e, come out as: atom 1 (O): -0.703, atom 2 (C): 0.349, atom 3 (C): -0.300, atom 4 (C): -0.225, atom 5 (C): 0.216, atom 6 (O): -0.669, atom 7 (C): -0.232, atom 8 (C): -0.273, atom 9 (H): 0.510, atom 10 (H): 0.233, atom 11 (H): 0.227, atom 12 (H): 0.477, atom 13 (H): 0.207, atom 14 (H): 0.184, atom 15 (O): -0.695, atom 16 (C): 0.334, atom 17 (C): -0.288, atom 18 (C): -0.262, atom 19 (C): 0.262, atom 20 (O): -0.671, atom 21 (C): -0.266, atom 22 (C): -0.259, atom 23 (H): 0.495, atom 24 (H): 0.199, atom 25 (H): 0.247, atom 26 (H): 0.476, atom 27 (H): 0.223, atom 28 (H): 0.205, atom 29 (C): -0.177, atom 30 (C): -0.268, atom 31 (C): 0.044, atom 32 (N): -0.417, atom 33 (C): 0.032, atom 34 (C): -0.275, atom 35 (H): 0.230, atom 36 (H): 0.244, atom 37 (H): 0.187, atom 38 (H): 0.179, atom 39 (H): 0.220, atom 40 (C): -0.181, atom 41 (C): -0.253, atom 42 (C): 0.033, atom 43 (N): -0.393, atom 44 (C): 0.002, atom 45 (C): -0.248, atom 46 (H): 0.235, atom 47 (H): 0.217, atom 48 (H): 0.183, atom 49 (H): 0.186, atom 50 (H): 0.221, atom 51 (C): -0.168, atom 52 (C): -0.283, atom 53 (C): 0.009, atom 54 (N): -0.415, atom 55 (C): 0.016, atom 56 (C): -0.264, atom 57 (H): 0.232, atom 58 (H): 0.233, atom 59 (H): 0.212, atom 60 (H): 0.194, atom 61 (H): 0.233



Here is a cluster of 13 separate species, C7H31NO14 in total from OMol25. Energies are from wB97M-V/def2-TZVPD.

- highest occupied orbital energy (eV) = -9.70
- spin multiplicity = 1
- molar mass (g/mol) = 353.32
- orbital gap (eV) = 9.92

Geometry (Å):
1 C 3.157 -1.379 0.485
2 O 2.419 -0.136 0.414
3 C 1.459 -0.093 -0.534
4 O 1.655 0.296 -1.655
5 C 0.106 -0.569 -0.071
6 C -0.250 -1.915 -0.087
7 C -1.548 -2.238 0.307
8 C -2.422 -1.227 0.679
9 C -1.945 0.085 0.669
10 N -0.706 0.412 0.315
11 H 3.229 -1.650 1.534
12 H 2.664 -2.172 -0.077
13 H 4.146 -1.229 0.050
14 H 0.454 -2.675 -0.403
15 H -1.868 -3.273 0.310
16 H -3.446 -1.437 0.958
17 H -2.600 0.900 0.951
18 O -2.856 2.324 -1.395
19 H -2.002 1.903 -1.560
20 H -2.677 3.260 -1.536
21 O -4.001 -2.582 3.171
22 H -4.697 -3.225 2.997
23 H -4.169 -2.330 4.091
24 O -4.138 0.428 3.566
25 H -3.339 0.760 3.988
26 H -3.964 -0.503 3.379
27 O 0.084 2.715 -1.738
28 H 0.883 2.200 -1.897
29 H 0.344 3.626 -1.903
30 O 2.091 2.834 -4.216
31 H 2.945 2.735 -4.654
32 H 1.817 1.937 -3.997
33 O 2.865 5.561 -4.938
34 H 2.393 4.762 -4.670
35 H 2.274 6.007 -5.550
36 O -3.669 4.368 0.469
37 H -2.894 4.517 1.017
38 H -3.645 3.422 0.271
39 O 3.455 -4.396 -0.784
40 H 4.315 -4.213 -1.173
41 H 3.455 -5.346 -0.607
42 O -5.433 -1.250 5.462
43 H -5.234 -0.377 5.091
44 H -6.391 -1.281 5.533
45 O 5.517 4.481 -4.227
46 H 6.087 5.131 -4.646
47 H 4.627 4.843 -4.335
48 O 2.628 -1.323 4.037
49 H 2.747 -0.376 3.915
50 H 1.735 -1.413 4.382
51 O 1.770 -6.691 -0.481
52 H 1.258 -5.903 -0.689
53 H 1.162 -7.430 -0.572

So, what does the natural (NBO) scheme give us? The charges, in e, come out as: atom 1 (C): -0.263, atom 2 (O): -0.546, atom 3 (C): 0.831, atom 4 (O): -0.574, atom 5 (C): 0.078, atom 6 (C): -0.247, atom 7 (C): -0.162, atom 8 (C): -0.251, atom 9 (C): 0.047, atom 10 (N): -0.409, atom 11 (H): 0.218, atom 12 (H): 0.195, atom 13 (H): 0.187, atom 14 (H): 0.222, atom 15 (H): 0.216, atom 16 (H): 0.236, atom 17 (H): 0.210, atom 18 (O): -0.973, atom 19 (H): 0.499, atom 20 (H): 0.478, atom 21 (O): -0.969, atom 22 (H): 0.478, atom 23 (H): 0.495, atom 24 (O): -0.959, atom 25 (H): 0.475, atom 26 (H): 0.490, atom 27 (O): -0.961, atom 28 (H): 0.488, atom 29 (H): 0.473, atom 30 (O): -0.972, atom 31 (H): 0.483, atom 32 (H): 0.495, atom 33 (O): -0.975, atom 34 (H): 0.495, atom 35 (H): 0.481, atom 36 (O): -0.956, atom 37 (H): 0.465, atom 38 (H): 0.488, atom 39 (O): -0.964, atom 40 (H): 0.473, atom 41 (H): 0.493, atom 42 (O): -0.980, atom 43 (H): 0.498, atom 44 (H): 0.477, atom 45 (O): -0.961, atom 46 (H): 0.466, atom 47 (H): 0.488, atom 48 (O): -0.941, atom 49 (H): 0.473, atom 50 (H): 0.471, atom 51 (O): -0.955, atom 52 (H): 0.479, atom 53 (H): 0.479



Here is an isolated molecule of C4H10N2 from OMol25. Energies are from wB97M-V/def2-TZVPD.

- energy above the lowest of the compared OMol25 structures with the same formula, charge and spin (kJ/mol) = 84.0
- highest occupied orbital energy (eV) = -8.10
- structure (SMILES) = C=C(N)CCN
- spin multiplicity = 1
- molar mass (g/mol) = 86.14
- orbital gap (eV) = 9.18

Geometry (Å):
1 C 0.294 -1.774 0.589
2 C 0.600 -0.477 0.635
3 N 1.895 -0.020 0.697
4 C -0.464 0.608 0.614
5 C -0.665 1.152 -0.796
6 N -1.629 0.294 -1.520
7 H 1.032 -2.567 0.662
8 H -0.661 -2.177 0.282
9 H 2.143 0.886 1.056
10 H 2.634 -0.673 0.906
11 H -0.077 1.382 1.278
12 H -1.389 0.210 1.011
13 H 0.260 1.165 -1.367
14 H -1.103 2.149 -0.758
15 H -1.336 -0.675 -1.483
16 H -1.683 0.563 -2.493

So, what does the natural (NBO) scheme give us? The charges, in e, come out as: atom 1 (C): -0.550, atom 2 (C): 0.209, atom 3 (N): -0.819, atom 4 (C): -0.448, atom 5 (C): -0.211, atom 6 (N): -0.845, atom 7 (H): 0.189, atom 8 (H): 0.201, atom 9 (H): 0.378, atom 10 (H): 0.381, atom 11 (H): 0.205, atom 12 (H): 0.234, atom 13 (H): 0.177, atom 14 (H): 0.188, atom 15 (H): 0.355, atom 16 (H): 0.354



Here is a cluster of 2 separate species, CH3N3O in total from OMol25. Energies are from wB97M-V/def2-TZVPD.

- energy above the lowest of the compared OMol25 structures with the same formula, charge and spin (kJ/mol) = 952.3
- highest occupied orbital energy (spin up / spin down) (eV) = -10.65 / -9.41
- spin multiplicity = 1
- molar mass (g/mol) = 73.06
- orbital gap (spin up / spin down) (eV) = 10.03 / 8.74

Geometry (Å):
1 C -0.519 -0.275 -0.205
2 N 0.157 0.735 0.133
3 N -2.475 0.125 0.182
4 N 2.019 -0.251 -0.249
5 O 1.464 0.890 -0.047
6 H -0.211 -1.228 -0.744
7 H -2.340 0.968 0.636
8 H 2.983 -0.237 -0.289

So, what does the natural (NBO) scheme give us? The charges, in e, come out as: atom 1 (C): 0.142, atom 2 (N): -0.197, atom 3 (N): -0.330, atom 4 (N): -0.291, atom 5 (O): -0.125, atom 6 (H): 0.225, atom 7 (H): 0.263, atom 8 (H): 0.314



| no. | F_max (eV/Å) | E (a.u.) |
| --- | --- | --- |
| 1 | 11.65 | -6351.2238 |
| 2 | 4.83 | -1026.8790 |
| 3 | 11.03 | -1509.9662 |
| 4 | 0.44 | -1393.4282 |
| 5 | 1.31 | -267.8933 |
| 6 | 5.79 | -279.0645 |